The following is a quantum chemistry calculation of 7 unconnected molecules or ions with the total composition C22H58O5, from OMol25.

The geometry in ORCA input format:
```
! wB97M-V def2-TZVPD RIJCOSX def2/J DEFGRID3
* xyz 0 1
C 154.790 152.012 74.957
C 153.393 151.305 75.152
C 152.384 152.217 75.806
C 152.155 153.456 74.992
C 151.078 154.393 75.552
C 150.857 155.496 74.489
H 154.760 152.648 74.229
H 155.419 151.152 74.775
H 154.891 152.565 75.772
H 153.379 150.329 75.771
H 152.979 151.209 74.033
H 152.684 152.388 76.858
H 151.333 151.584 75.868
H 152.238 153.092 73.875
H 152.969 153.993 75.183
H 151.100 154.794 76.565
H 150.272 153.778 75.888
H 150.529 154.982 73.677
H 151.677 156.135 74.215
H 150.087 156.247 74.815
C 145.245 151.055 76.770
C 146.744 151.431 76.867
C 147.218 151.537 78.285
C 148.690 151.947 78.353
C 149.429 152.147 79.657
C 150.831 152.490 79.573
H 144.917 150.727 75.661
H 144.520 151.636 77.105
H 144.977 150.037 77.248
H 146.744 152.424 76.393
H 147.423 150.547 76.614
H 147.077 150.504 78.584
H 146.701 152.031 78.985
H 148.843 153.037 78.201
H 149.230 151.379 77.698
H 149.240 151.038 80.165
H 148.708 152.786 80.330
H 151.247 153.437 79.769
H 151.224 152.060 78.783
H 151.213 152.197 80.536
C 141.457 149.618 75.311
C 142.180 148.238 75.425
O 143.571 148.226 75.978
H 142.081 150.466 74.709
H 141.371 149.979 76.181
H 140.539 149.453 74.835
H 142.080 147.658 74.411
H 141.725 147.531 75.893
H 143.747 147.420 76.126
C 147.239 147.111 76.320
C 147.954 145.717 76.075
O 146.842 144.761 76.032
H 147.811 147.984 76.299
H 146.621 147.224 77.399
H 146.351 147.330 75.751
H 148.589 145.522 76.984
H 148.471 145.688 75.180
H 146.936 143.774 76.282
C 145.499 148.553 71.412
C 145.299 148.281 72.836
O 144.646 149.333 73.475
H 146.330 149.248 71.314
H 144.586 148.904 70.941
H 145.567 147.796 70.648
H 146.197 148.289 73.261
H 144.663 147.216 72.819
H 144.590 149.141 74.454
C 150.712 148.807 77.315
C 151.135 147.752 76.385
O 151.303 146.604 77.287
H 151.470 149.101 78.213
H 149.840 148.337 77.605
H 150.403 149.608 76.639
H 152.099 148.057 75.931
H 150.468 147.418 75.737
H 151.844 145.723 76.857
C 146.022 153.989 72.541
C 145.340 152.647 73.176
O 145.261 151.899 72.000
H 145.382 154.225 71.765
H 146.971 153.754 72.517
H 146.171 154.785 73.335
H 144.376 152.857 73.591
H 145.923 152.171 73.949
H 144.991 150.960 72.316
*
```

Its SMILES is CCCCCC.CCCCCC.CCO.CCO.CCO.CCO.CCO. As for the frontier orbital gap: 0.3689 hartree. As for the HOMO energy: -0.3492 hartree. As for the molar mass: 402.70 g mol⁻¹. The LUMO energy comes out at 0.0197 Eh. The calculation puts the electronic energy at -33978.6036 eV.

Mulliken atomic charge list, values in e, 6 entries: -1.6408, -0.4083, 0.4292, -0.7959, -0.1186, -1.4327


The following is a quantum chemistry calculation of 6 unconnected molecules or ions with the total composition C22H59BFO18P2S6, from OMol25.

The geometry in ORCA input format:
```
! wB97M-V def2-TZVPD RIJCOSX def2/J DEFGRID3
* xyz -1 1
C 3.311 4.522 1.587
C 2.290 3.630 2.296
S 0.784 4.447 2.891
C 0.489 5.776 1.700
B -1.098 6.160 1.535
F -1.604 6.599 2.791
P -2.412 4.813 0.842
C -1.698 3.802 -0.540
C -0.274 3.238 -0.421
C -2.961 3.609 2.138
C -2.124 2.392 2.563
P -1.081 7.711 0.270
O -0.774 9.034 0.854
O -2.463 7.831 -0.590
O -0.005 7.354 -0.928
H 4.327 4.221 1.848
H 3.218 4.465 0.502
H 3.193 5.566 1.874
H 2.757 3.212 3.188
H 2.016 2.786 1.658
H 0.995 6.670 2.082
H 0.974 5.544 0.753
H -2.407 2.981 -0.695
H -1.776 4.411 -1.448
H -0.134 2.352 -1.050
H 0.477 3.966 -0.741
H -0.037 2.954 0.602
H -3.194 4.241 3.000
H -3.921 3.242 1.767
H -2.784 1.570 2.862
H -1.485 2.613 3.415
H -1.503 2.016 1.752
H -2.424 7.360 -1.431
H 0.002 6.401 -1.099
O 3.411 4.551 5.184
S 3.255 5.072 6.504
O 4.413 5.282 7.323
O 2.215 4.159 7.289
C 2.436 2.731 7.249
C 3.545 2.284 8.177
C 2.280 6.529 6.441
H 2.625 2.435 6.216
H 1.479 2.308 7.546
H 4.515 2.650 7.844
H 3.575 1.194 8.203
H 3.373 2.657 9.186
H 1.403 6.323 5.830
H 2.897 7.293 5.976
H 2.011 6.815 7.454
O -0.356 -0.226 -1.116
S 0.427 -0.763 -2.186
O 0.071 -0.466 -3.541
O 0.568 -2.326 -2.015
C -0.649 -3.102 -1.840
C -1.375 -3.338 -3.145
C 2.123 -0.366 -1.953
H -1.288 -2.611 -1.105
H -0.304 -4.044 -1.417
H -1.792 -2.415 -3.543
H -2.194 -4.037 -2.971
H -0.692 -3.762 -3.883
H 2.406 -0.627 -0.937
H 2.215 0.707 -2.112
H 2.708 -0.920 -2.684
O 3.874 -3.338 -3.892
S 3.541 -4.613 -4.452
O 2.170 -4.937 -4.696
O 4.210 -5.749 -3.575
C 3.955 -5.712 -2.143
C 2.583 -6.226 -1.774
C 4.468 -4.882 -5.922
H 4.119 -4.695 -1.787
H 4.738 -6.341 -1.725
H 1.798 -5.562 -2.132
H 2.500 -6.304 -0.691
H 2.409 -7.212 -2.204
H 5.513 -4.660 -5.723
H 4.064 -4.203 -6.669
H 4.334 -5.914 -6.231
O -1.699 -6.733 -0.517
S -0.865 -7.335 0.479
O 0.501 -7.627 0.168
O -1.581 -8.640 1.027
C -2.036 -9.605 0.044
C -0.910 -10.445 -0.514
C -0.931 -6.398 1.964
H -2.577 -9.075 -0.741
H -2.752 -10.216 0.590
H -0.228 -9.849 -1.117
H -1.328 -11.234 -1.141
H -0.336 -10.902 0.293
H -1.971 -6.202 2.208
H -0.401 -5.468 1.767
H -0.436 -6.959 2.752
O -3.944 -0.641 -3.207
S -3.878 0.789 -3.333
O -4.485 1.599 -2.325
O -4.483 1.184 -4.758
C -5.787 0.654 -5.082
C -6.910 1.398 -4.393
C -2.231 1.294 -3.633
H -5.802 -0.412 -4.847
H -5.854 0.759 -6.164
H -6.888 1.243 -3.316
H -7.868 1.043 -4.778
H -6.829 2.469 -4.578
H -1.818 0.675 -4.422
H -1.687 1.156 -2.701
H -2.239 2.346 -3.908
*
```

As for the frontier orbital gap: 0.1878 hartree. As for the HOMO energy: -0.1342 hartree. As for the molar mass: 895.86 g mol⁻¹. The LUMO energy comes out at 0.0537 Eh. The calculation puts the electronic energy at -147612.8282 eV.

Mulliken atomic charge list, values in e, 6 entries: -1.3744, -0.3639, -0.1739, -0.7646, -0.1746, -0.3099


The following is a quantum chemistry calculation of 9 unconnected molecules or ions with the total composition C22H59BrClNO12PS8, from OMol25.

The geometry in ORCA input format:
```
! wB97M-V def2-TZVPD RIJCOSX def2/J DEFGRID3
* xyz 1 1
O 2.522 0.186 4.045
P 1.150 -0.592 4.026
O 0.078 0.253 5.155
O 1.398 -2.241 4.621
N 0.351 -0.523 2.435
C -1.019 -0.533 2.525
C -1.719 -0.574 1.013
Cl -2.587 0.958 0.431
C -0.384 -1.076 0.194
C 0.881 -0.418 1.021
Br 0.977 1.617 0.823
C 2.259 -1.180 0.583
C 3.624 -0.278 0.675
O 3.961 0.473 -0.544
H -0.164 1.090 4.641
H 2.016 -2.144 5.426
H -1.746 -0.557 3.446
H -2.586 -1.396 0.971
H -0.388 -2.246 0.430
H -0.372 -1.073 -0.976
H 2.463 -2.185 1.155
H 2.122 -1.478 -0.560
H 3.612 0.419 1.638
H 4.520 -1.042 0.866
H 3.147 0.765 -1.048
C 3.536 4.977 -1.198
S 2.694 4.107 -2.542
O 2.738 2.640 -2.229
C 3.955 4.433 -3.797
H 2.938 4.872 -0.289
H 4.525 4.542 -1.032
H 3.628 6.036 -1.449
H 4.918 4.032 -3.473
H 4.034 5.509 -3.965
H 3.654 3.944 -4.727
C 2.922 -6.102 -0.889
S 2.795 -4.305 -1.045
O 1.488 -4.001 -1.717
C 4.098 -4.131 -2.287
H 2.163 -6.443 -0.180
H 2.750 -6.576 -1.858
H 3.913 -6.367 -0.512
H 3.854 -4.724 -3.171
H 5.051 -4.459 -1.866
H 4.171 -3.077 -2.568
C -5.620 -1.161 -1.367
S -6.016 -1.505 0.364
O -4.842 -2.224 0.962
C -7.293 -2.739 0.024
H -4.806 -0.432 -1.398
H -5.302 -2.079 -1.868
H -6.497 -0.744 -1.867
H -6.874 -3.561 -0.562
H -8.118 -2.272 -0.521
H -7.664 -3.127 0.976
C -2.874 6.643 -1.721
S -2.543 6.100 -0.028
O -1.231 6.697 0.390
C -2.244 4.365 -0.441
H -3.054 7.721 -1.711
H -2.013 6.426 -2.359
H -3.762 6.133 -2.102
H -1.422 4.287 -1.156
H -3.152 3.927 -0.862
H -1.978 3.831 0.475
C 0.807 8.228 2.720
S -0.314 8.716 4.053
O 0.475 9.537 5.029
C -0.498 7.060 4.759
H 1.090 9.123 2.160
H 1.705 7.764 3.136
H 0.299 7.530 2.051
H 0.478 6.667 5.051
H -0.965 6.399 4.025
H -1.139 7.129 5.642
C 0.786 9.312 -4.847
S 0.170 8.068 -3.687
O -1.235 7.731 -4.090
C 0.076 9.173 -2.258
H 0.887 8.848 -5.831
H 0.083 10.146 -4.910
H 1.764 9.669 -4.515
H -0.584 10.015 -2.479
H 1.076 9.535 -2.008
H -0.326 8.611 -1.411
C 0.794 -6.913 2.763
S 1.102 -8.664 2.427
O 0.585 -8.957 1.050
C -0.110 -9.299 3.610
H 1.424 -6.316 2.100
H -0.256 -6.675 2.575
H 1.049 -6.690 3.802
H -1.104 -8.916 3.370
H 0.174 -9.000 4.621
H -0.118 -10.390 3.546
C -0.687 -11.058 -2.934
S -1.907 -11.380 -1.638
O -3.232 -11.598 -2.309
C -1.910 -9.703 -0.960
H -0.552 -11.971 -3.518
H -1.039 -10.258 -3.590
H 0.266 -10.778 -2.477
H -2.188 -8.986 -1.736
H -0.919 -9.466 -0.567
H -2.641 -9.659 -0.149
*
```

As for the frontier orbital gap: 0.1485 hartree. As for the HOMO energy: -0.3614 hartree. As for the molar mass: 932.58 g mol⁻¹. The LUMO energy comes out at -0.2130 Eh. The calculation puts the electronic energy at -228351.0730 eV.

Mulliken atomic charge list, values in e, 6 entries: -0.5256, 0.6866, -0.4948, -0.4897, 0.4994, -0.1471